1.
Density functional theory data (ωB97M-V/def2-TZVPD) for a molecular structure, C36H93BCrF16N7O20S4 at a distorted geometry.

XYZ file:
```
178
Properties=species:S:1:pos:R:3
C -23.9205 17.1028 16.3903
C -19.5448 24.0193 15.5762
H -20.6824 28.5047 24.7588
H -18.7369 24.5933 13.0803
N -13.7998 22.3642 20.7771
H -21.6609 19.5585 16.7621
H -18.9931 15.4490 15.1908
O -18.7677 20.5300 17.0697
H -12.4399 19.4587 24.1598
H -12.3752 19.6051 20.0368
O -15.9290 18.5792 15.9531
C -20.9742 15.3044 10.5409
H -17.4667 17.8697 13.0253
O -19.7746 24.4466 16.8970
H -15.4320 19.3141 15.5786
H -17.1672 24.6239 13.3515
H -19.5794 14.4981 16.5779
H -20.4040 16.1383 10.1276
F -15.6777 17.5996 23.3657
C -18.3208 20.9852 19.6624
N -18.0267 24.2128 13.7024
C -16.3409 17.6211 22.2219
H -22.8580 16.0428 17.9497
H -21.8538 17.1716 16.9853
C -13.3858 19.8579 18.1625
H -23.8295 11.0954 19.1577
H -21.9733 19.2219 20.7616
C -20.8713 23.7862 17.4856
H -15.8842 17.3529 13.5988
F -12.2801 16.1591 19.8185
C -19.2693 16.6169 19.5081
C -18.9297 27.9899 23.5867
H -20.5978 14.4193 10.0214
H -21.5796 17.8095 21.8124
O -23.7499 18.8562 22.9984
F -20.2806 15.8064 19.2276
O -19.6235 13.5099 14.7330
H -22.3311 15.6740 16.2701
C -20.8062 15.1730 12.0499
C -13.8078 21.0624 22.8135
H -23.8725 19.6330 16.2764
O -19.2363 12.1285 23.1685
H -24.6599 16.3400 16.1301
O -20.3376 17.5023 12.2666
C -22.2987 18.2444 21.1270
Cr -15.8383 17.7200 17.9254
O -15.5344 14.2531 19.6176
F -19.4554 17.1859 20.6887
H -17.7185 19.2747 15.0915
H -23.6672 17.6947 15.5121
H -20.9896 24.1620 18.5024
C -19.0668 26.5090 23.8362
H -18.0600 24.0699 23.7994
H -19.1956 13.2064 21.4031
H -25.0253 17.5493 17.9860
C -22.6727 16.4493 16.9549
C -21.2007 16.4845 12.7289
N -21.6225 14.0703 12.6050
H -15.8435 22.8912 22.5806
C -22.1368 12.9762 19.0515
H -23.3995 13.1664 21.4179
H -22.3805 17.7318 20.1580
H -20.2153 14.4733 24.0230
C -23.2078 14.0801 20.8429
H -22.0244 15.4579 10.2748
C -19.5292 14.4803 23.1763
C -19.6338 28.7889 24.6737
H -20.7677 13.0297 22.1178
H -22.3615 21.0211 17.4482
H -18.4983 14.5501 23.5163
H -14.7824 20.6285 22.5179
H -21.7988 12.3094 19.8561
F -16.9532 16.4694 22.0320
H -19.7842 15.3527 22.5700
H -24.0458 14.7414 21.0749
H -20.1251 26.2193 23.9072
H -19.3615 29.2969 22.0888
H -22.2961 14.5909 21.1746
H -22.4779 14.0493 12.0534
H -17.5204 24.5661 15.7460
C -19.7166 13.2183 22.3689
H -21.1601 13.2102 12.3153
H -24.3204 18.9611 21.0323
H -14.1393 20.4475 18.6673
C -13.2183 19.9110 24.7877
H -24.5792 12.1225 18.1911
O -20.1934 18.8719 18.6725
O -24.5116 18.0173 17.3240
H -14.7655 23.4705 23.8798
C -14.8757 23.3528 22.8011
H -22.2394 16.6958 12.4355
H -21.4605 21.1305 15.9356
F -18.1521 15.8970 19.5404
F -19.2870 21.8492 19.4165
H -14.8888 24.3502 22.3586
H -14.7099 22.0543 20.4826
S -17.7796 20.1610 18.0311
S -14.7874 15.3234 20.1998
F -14.7698 16.3760 16.9286
C -18.3285 24.7509 15.0340
H -12.7540 20.1205 25.7471
H -19.3551 22.9369 15.5628
H -22.9225 12.2245 15.7780
H -11.5308 18.8718 18.6092
H -16.1881 19.0600 13.1917
H -21.7733 23.9695 16.8943
H -18.1252 23.8909 22.0744
H -19.6283 29.8462 24.3985
H -21.5016 19.1032 12.8766
H -13.6710 23.2582 20.3199
F -17.2805 21.6327 20.1430
O -13.7141 21.0988 24.2053
H -23.3498 18.2008 23.5766
F -17.2034 18.6129 22.2450
H -19.7545 19.4082 12.5711
O -23.1781 13.8400 19.4613
N -17.6455 18.4431 18.3067
C -23.7214 18.3198 21.6748
F -18.7550 20.0891 20.5239
O -16.4208 20.5699 17.8008
N -19.5623 28.3261 22.2982
C -18.5935 24.4219 22.9015
H -17.8667 28.2584 23.5441
C -12.1114 19.7144 18.9888
C -18.5808 26.2543 15.0130
C -16.6144 18.1585 13.6412
O -13.7687 17.9708 21.3756
C -19.0434 14.4420 15.6235
O -19.4580 17.2984 16.9398
H -21.2760 13.5934 18.7657
C -17.0633 18.3981 15.0710
S -19.2123 17.9456 18.1945
H -21.1152 16.3836 13.8151
H -20.4177 24.1913 14.9262
H -19.1335 28.6987 25.6388
B -15.8379 15.4469 16.5311
H -20.2225 18.6096 14.0419
C -13.0458 15.1111 19.4974
H -13.2688 18.1363 17.2442
H -24.1632 17.3173 21.6869
H -17.6988 26.8614 14.7879
H -20.4417 13.8923 14.3804
O -13.9310 18.5420 17.8158
H -18.6321 26.2729 24.8195
H -19.3890 11.3202 22.6714
H -17.7015 17.5793 15.3957
H -18.0049 14.1834 15.8305
N -23.8534 11.4116 18.1919
H -21.8248 11.3774 17.6412
F -13.0802 15.0222 18.1754
H -13.0039 20.4979 22.3312
H -19.1560 27.7676 21.5565
C -22.8065 12.9314 16.6023
H -19.7442 14.9817 12.2216
H -14.0347 19.1862 24.8602
O -15.5112 19.1616 20.1642
H -19.6274 24.0738 23.0136
H -21.9606 13.5815 16.4035
H -20.7074 22.7119 17.6081
F -16.9080 16.0227 17.3128
O -18.4628 25.8067 22.7770
S -15.0833 17.9570 20.8289
H -19.3339 26.5365 14.2691
N -15.3154 16.7523 19.6098
F -16.1249 15.5959 15.2000
O -23.3507 20.2892 15.8000
O -14.6510 15.3277 21.6268
H -12.8038 22.9044 22.5085
C -22.5992 12.1120 17.8728
H -13.1617 20.3703 17.2218
F -15.4747 14.1892 16.8422
F -12.5533 14.0060 20.0182
C -22.1424 20.5036 16.5051
H -18.9380 26.6376 15.9720
H -23.7388 13.5008 16.6151
C -20.4864 18.7120 12.9867
C -13.7700 22.4683 22.2313
H -11.5077 20.6124 18.8657
```

## Properties
HOMO-LUMO gap (alpha / beta) = 0.2248 / 0.2728 Ha
highest occupied orbital energy (alpha / beta) = -9.257 / -9.257 eV
multiplicity = 4
⟨S²⟩ = 3.769

***

2.
Density functional theory data (ωB97M-V/def2-TZVPD) for 5 unconnected molecules or ions with the total composition C36H93BF8N13O8P5 at a distorted geometry.

XYZ file:
```
164
Properties=species:S:1:pos:R:3
O 1.8193 -1.9487 -3.0328
H 1.5309 5.7917 -4.4270
C -5.0645 -1.9533 -5.1787
C -2.9077 -3.0261 -5.6038
C 3.1473 7.5118 -1.1994
H -1.7344 4.6356 5.1666
H -6.7059 -7.3339 -1.6142
C -3.3132 -9.9641 -2.1805
P -3.5691 -7.5321 -1.1273
C -3.6040 0.8105 -1.0064
H -3.7706 -10.6048 -1.4200
H -5.6591 -7.8702 -3.3720
H -1.3084 7.1378 4.0698
H -1.4579 2.9843 5.6184
H 1.0014 -3.4260 5.4696
N 3.5802 5.6965 -3.8799
H 1.8462 -1.4115 -0.8624
C 5.6989 3.7912 -2.0509
H -1.0681 5.4557 3.4758
H 2.9124 8.1765 -2.0356
C -0.1885 1.0162 -6.0075
F -2.7120 0.0758 -0.0658
H 3.7493 -3.7307 5.5117
C -1.0734 6.8566 6.7452
C 5.5514 -1.7014 3.5262
H 3.6473 -3.6974 -0.6681
C 0.8216 3.2380 6.8461
H -4.9827 -5.9953 -3.3244
H 4.9483 -2.5288 6.0016
H 0.7961 3.5941 7.8807
H -4.7899 -1.3786 -6.1817
N 0.6842 6.4497 4.1632
N 4.3173 -2.3273 4.0037
H 5.4934 -1.4688 2.4585
P 3.1955 5.0919 -2.3553
N -0.7422 3.3846 -4.6668
H -6.8345 -8.8900 -0.8188
H 2.4325 -4.4252 -2.0010
P 1.2183 5.4799 5.4656
H 5.0466 7.0580 -4.5328
P -0.7001 -1.4748 -4.5679
H 2.6299 6.3217 -5.6880
C -4.9928 -0.0424 -1.3800
O 0.0025 3.4761 -6.9888
C 1.6693 6.6449 3.0839
C 0.6972 -2.9366 2.3471
O 2.4339 3.9091 -3.0024
O -4.1666 -3.0597 -4.8446
H 0.6122 0.6531 -6.8094
H 0.0951 3.7422 -4.1527
H -3.4579 -3.9164 -1.0556
N 0.2099 4.2203 5.9495
C -0.6346 6.4557 3.5508
C -5.2852 -0.8177 -4.0274
F -6.7585 -0.4848 -4.0787
H -0.7650 -3.9103 -5.2258
H -5.8866 -9.5180 -2.7762
N 4.3362 4.0544 -1.6175
C 1.2885 -3.7658 4.4741
H 5.3492 7.9120 -2.4583
C -1.5516 -3.2243 -4.6477
C 4.8259 5.9834 -4.5456
C 4.5940 -3.1394 5.1619
C -4.7719 -1.1863 -2.5267
H 3.7157 2.0331 -1.9019
C 2.4718 6.3220 -4.6030
H 6.3944 4.5198 -1.6334
H -0.1221 -1.6406 -5.9065
H 5.8092 7.3235 -0.8591
H -7.1173 -7.3935 0.0734
O 1.9884 4.5197 4.5262
H -1.3940 4.1616 -4.9150
H 2.6825 6.7452 3.4827
H 6.4247 -2.3517 3.6552
H 6.0849 2.8280 -1.6847
N 0.3330 6.5838 6.5454
H 2.7930 2.9287 -0.6714
H 2.7347 0.9164 3.7725
H -1.2132 7.9296 6.9276
H 1.8047 -3.8787 -0.2957
H 1.6549 5.8020 2.3772
C -1.2164 4.0187 5.8990
H -0.6246 6.8391 2.5195
B 0.3385 -1.9683 -3.0166
H -2.7161 -2.0446 -6.2112
H 5.3832 -3.8733 4.9484
H 0.7123 -2.0913 1.6536
H -1.4742 6.3266 7.6187
H 5.7915 3.7373 -3.1382
N -4.0211 -8.6858 -2.2686
H -2.3207 -5.1362 -0.5128
F -2.9161 1.3574 -2.2031
C -4.9119 -8.7099 0.8736
C -3.0395 -4.9011 -1.3025
C 0.0412 0.3264 -4.5245
H 6.1159 6.3483 -2.2646
P 2.8971 -1.7333 3.3196
C -6.4826 -7.8583 -0.6917
H -1.7192 6.6162 5.9079
H -0.3592 -3.1260 2.5793
H -1.6792 4.1975 6.8774
H -2.0037 -0.8418 -4.5324
C 2.3899 -2.0693 -1.6823
C 1.0476 6.7699 7.8111
H -4.8286 -9.1816 -4.1450
N -5.1015 -7.8067 -0.2645
C 5.3852 7.0173 -1.8237
H 2.3752 -2.3834 6.3889
H 4.4152 2.3734 -0.3026
C -0.2927 2.6711 -5.9366
H 3.5615 8.1100 -0.3802
C 2.5108 -1.3195 6.2290
H 0.8175 5.9654 8.5154
F -5.3768 -0.7182 -0.0846
H 5.6884 5.4604 -4.1359
H 1.1690 0.3362 -4.2114
H -6.0797 -5.5189 -1.9790
H 2.3218 1.1284 5.4700
H -6.1314 -2.4430 -5.3978
O 3.2167 -2.4625 1.9916
H -0.6634 0.9082 -3.7581
H 1.6741 -0.8339 6.7469
H 0.4578 -4.4235 4.1774
H 4.7870 5.6804 -5.6009
H -4.9523 -9.7561 0.5573
H -2.4946 -4.8102 -2.2538
H -3.3154 -10.5075 -3.1328
F -3.3057 -1.5441 -2.4447
C 2.9123 0.5178 4.7779
N -4.0946 -5.9270 -1.3911
H 1.0949 -3.8208 1.8273
H 0.7958 7.7286 8.2779
H 1.4678 7.5648 2.5190
H 2.1309 6.7730 7.6445
F -4.5669 0.4188 -4.4810
N 4.0709 6.4515 -1.6114
C -5.1456 -8.8070 -3.1621
H 3.9728 0.6504 5.0102
F -5.5749 -2.3866 -2.0829
H -4.9414 -4.4027 -2.6262
C -5.0640 -5.4662 -2.3720
H -2.2631 -9.8206 -1.9082
H -1.2329 0.6304 -6.4254
O -2.2360 -7.2932 -1.8779
H -0.3246 -1.6791 -1.1031
C 2.5613 -3.6286 -1.1536
H -5.6706 -8.5470 1.6471
H -1.8028 -3.6530 -3.5882
C 3.7874 2.7863 -1.1034
H 1.8677 3.0542 6.5822
H 3.4280 -1.0323 6.7589
H -2.9356 -3.9493 -6.3464
N 2.5297 -0.8950 4.8462
N 1.4722 -2.6445 3.5668
H 2.2070 7.0827 -0.8349
H 5.7397 -0.7657 4.0618
H 2.3369 7.3582 -4.2773
F -6.0258 0.9718 -1.6578
H -3.9372 -8.5370 1.3439
O -0.3817 -2.4192 -1.7777
H -3.9948 1.7603 -0.3969
H 3.4957 -1.6291 -1.7477
H 2.1633 -4.4187 4.5185
H 0.3160 2.2660 6.8056
```

## Properties
HOMO-LUMO gap = 0.1947 Ha
highest occupied orbital energy = -7.073 eV

***

In the order shown, the computed DFT total energy values come out to -7575.4995, -5270.7334 Ha.